The following is a quantum chemistry calculation of a 2-piece molecular cluster, C12H23BN3O5P overall, from the OMol25 dataset.

Element x y z (Å)
C (-4.66, -2.26, 1.53)
C (-4.04, -3.11, 0.42)
C (-2.73, -3.85, 0.82)
C (-1.53, -3.63, -0.12)
N (-0.34, -2.98, 0.46)
C (-0.39, -1.56, 0.85)
C (-1.47, -0.79, 0.19)
N (-2.31, -0.20, -0.31)
B (-0.60, -1.45, 2.46)
C (0.60, -1.37, 3.46)
O (-1.89, -1.35, 2.89)
C (0.94, -0.85, 0.42)
C (2.11, -1.65, 0.79)
N (2.99, -2.32, 1.08)
P (1.09, -0.44, -1.39)
O (1.46, 0.97, -1.62)
H (-4.61, -2.79, 2.49)
H (-4.15, -1.31, 1.62)
H (-5.70, -2.04, 1.30)
H (-4.77, -3.86, 0.13)
H (-3.86, -2.51, -0.47)
H (-2.96, -4.91, 0.78)
H (-2.46, -3.64, 1.85)
H (-1.16, -4.61, -0.41)
H (-1.86, -3.15, -1.05)
H (0.42, -3.12, -0.20)
H (1.13, -0.43, 3.29)
H (1.34, -2.16, 3.33)
H (0.25, -1.34, 4.49)
H (-2.09, -1.97, 3.60)
H (0.99, 0.12, 0.93)
H (2.05, -1.36, -1.83)
H (-0.11, -0.88, -1.97)
C (3.01, 3.25, -2.43)
O (3.84, 4.41, -2.60)
C (3.20, 5.57, -2.49)
O (2.02, 5.71, -2.27)
O (4.08, 6.55, -2.66)
C (3.52, 7.86, -2.57)
H (3.67, 2.40, -2.54)
H (2.56, 3.23, -1.44)
H (2.23, 3.22, -3.18)
H (3.09, 8.03, -1.59)
H (2.76, 8.01, -3.34)
H (4.34, 8.55, -2.74)

The calculation puts the HOMO energy at -9.937 eV. Its lowest unoccupied orbital energy is 0.19 eV.

Results of the Löwdin charge analysis, in e, for atoms 1 through 4:
1 C -0.114
2 C -0.252
3 C -0.170
4 C -0.198